1.
The following is a quantum chemistry calculation of the molecule C4H5NO at a distorted geometry, from OMol25.

Positions of all 11 atoms, in Å:
C  -0.01252  -0.25298  1.13374
N  -1.38170  -2.46704  0.75096
H  1.09850  -0.37922  1.08473
O  -0.13257  1.73080  -0.58370
C  -0.81052  -1.47198  0.91754
C  -0.04112  0.57264  -1.42774
C  0.42281  0.58084  -0.05637
H  1.54766  0.65979  0.00038
H  0.77111  0.55542  -2.15170
H  -0.29811  0.26431  2.05983
H  -1.00290  0.17755  -1.74027

- HOMO-LUMO gap: 11.64 eV
- HOMO energy: -0.4013 hartree
- SMILES: N#CC[C@H]1CO1

These are the natural (NBO) partial charges, in e, on atoms 1 to 2: -0.5687, -0.3144

2.
The following is a quantum chemistry calculation of C3H5O3Pb as an isolated structure at a distorted geometry, from OMol25.

Positions of all 12 atoms, in Å:
H  0.49372  -0.52372  -0.47061
Pb  0.07027  -1.48008  -4.14896
C  -0.19662  2.23493  -1.06403
C  -0.20442  0.17190  0.00502
O  0.34600  1.51536  -0.15607
C  -1.54218  0.23356  -0.71558
O  -1.20997  1.24569  -1.72527
O  -0.11586  3.34774  -1.40654
H  -0.30641  -0.01016  1.07809
H  -1.94372  1.69328  -2.18821
H  -1.83765  -0.69449  -1.20942
H  -2.35607  0.61683  -0.09144

- Net charge: +2
- HOMO-LUMO gap (spin up / spin down): 6.09 / 10.05 eV
- Multiplicity: 2
- HOMO energy (spin up / spin down): -0.6046 / -0.7471 hartree
- <S²>: 0.752

These are the natural (NBO) partial charges, in e, on atoms 1 to 2: 0.2138, 1.0082

3.
The following is a quantum chemistry calculation of a 8-piece molecular cluster, C31H62O10 overall at a distorted geometry, from OMol25.

Positions of all 103 atoms, in Å:
H  1.17107  -3.99829  4.08286
H  -2.14110  0.95072  -2.80230
C  2.29645  -6.48116  4.88681
H  -5.86038  0.59278  -2.93396
C  -2.74818  1.06319  2.08235
H  0.63410  5.53687  2.21647
H  -1.80099  2.53656  3.20181
H  -1.83560  0.49036  1.89181
H  -2.77626  6.74592  1.06941
H  0.42320  2.93278  -0.64904
C  6.65680  -2.46439  4.41682
H  -1.63024  -3.35346  -2.00975
H  7.15993  -0.52498  3.60615
H  -3.49316  0.25084  2.08782
O  -0.47597  3.88159  -3.92958
H  3.42657  -7.20978  3.23525
H  1.12525  -2.60340  -2.89821
C  -2.78872  2.07220  3.21313
C  -2.67105  0.01218  -3.01315
C  -0.21192  1.80135  -4.98122
H  7.01022  -2.00174  5.34226
H  -4.74669  2.98671  3.31981
H  7.82878  -1.95660  2.82401
H  -4.79744  1.98062  -2.57697
C  2.35116  -1.88238  -0.33316
H  3.00984  -4.28565  2.68572
H  2.66710  -5.98678  5.79508
H  5.54172  -2.39468  1.78458
C  -4.06028  2.73862  1.25778
H  2.21071  -7.52907  5.17850
H  0.26709  -5.08816  2.91533
H  -2.07773  5.97868  3.55032
O  5.22760  -2.59973  4.53013
C  -0.41158  5.23067  2.25102
H  0.70123  -5.17273  -4.00620
O  0.93322  1.17922  0.46033
H  -1.16674  -4.10911  -5.68140
C  3.20234  -6.24108  3.68794
O  0.74626  0.02574  -1.45482
H  7.09845  -3.45758  4.34502
H  0.93628  -3.69356  -4.92296
H  3.71111  -2.23991  3.12363
C  -3.25232  -0.50350  -1.71033
H  4.38008  -0.77710  3.95154
H  -1.07544  -1.72617  -2.41479
H  -2.47026  -0.39751  -0.95520
H  -4.28013  -0.53849  -4.26675
C  -1.16013  -4.14898  -4.58850
C  0.02580  2.17737  0.03533
O  -4.40035  0.28947  -1.47694
H  0.58612  -4.03158  -2.01290
O  -1.65108  -2.96677  -3.99467
C  -1.71579  3.55248  -4.55988
H  -3.55200  -1.55407  -1.80044
H  1.40612  -2.38445  -0.54851
O  -1.24101  7.39406  2.27316
H  0.60056  1.51322  -5.65265
C  0.35807  2.73673  -3.90471
H  -3.01341  1.64006  4.18741
C  0.35719  -3.37569  -2.85472
C  -1.05039  5.46581  0.87960
H  -2.10064  1.91842  -5.94093
H  -4.98004  2.21264  0.99230
H  -0.43009  4.21497  2.64311
H  -1.89507  -0.62762  -3.43410
C  0.31550  -4.16234  -4.16171
H  -1.38297  7.52475  0.22496
H  4.19979  -5.90647  3.98236
C  -1.05123  -2.76458  -2.73952
C  -1.10525  6.26369  3.14105
C  4.58822  -1.78868  3.58265
H  -0.93948  3.16373  -6.54952
C  5.61517  -1.52967  2.44822
H  -0.58915  0.84770  -4.61436
H  2.24276  -5.62338  1.82854
H  2.95093  -2.48983  0.33126
C  1.22731  0.16779  -0.34957
H  -0.66579  1.66541  -0.64343
H  -1.74829  4.70579  0.53152
O  -2.96179  1.87788  0.94079
H  -0.44328  6.51188  3.96997
C  -3.81627  3.08081  2.75244
C  -1.68621  6.85955  1.02889
C  -4.83852  0.89701  -2.70019
H  -2.25741  4.46001  -4.81134
O  1.01835  -6.00114  4.52397
H  -0.48960  2.62843  0.87017
H  5.32098  -0.61145  1.94596
H  -3.52068  4.12054  2.88632
C  1.13689  -4.94775  3.54847
C  6.91287  -1.51703  3.23007
O  2.09124  -0.61308  0.24376
C  2.46362  -5.21836  2.81616
H  -0.25384  5.56855  0.14022
H  -2.33677  2.99754  -3.84203
H  1.41284  2.87800  -4.14765
H  0.37719  2.25613  -2.92132
H  2.76507  -1.78040  -1.33665
H  -1.73844  -5.06000  -4.40172
C  -3.91325  0.38424  -3.81190
H  -4.01389  3.62488  0.62456
H  -3.68025  1.12484  -4.57303
C  -1.29464  2.60838  -5.68422

- HOMO-LUMO gap: 9.80 eV
- HOMO energy: -0.3440 hartree
- SMILES: COC(=O)OC.C1CCOC1.C1CCOC1.C1CCOC1.C1CCOC1.C1CCOC1.C1CCOC1.C1CCOC1

These are the Löwdin partial charges, in e, on atoms 1 to 2: 0.1149, 0.1018

4.
The following is a quantum chemistry calculation of a 6-piece molecular cluster, C19H51BF3I2O20P5 overall at a distorted geometry, from OMol25.

Positions of all 101 atoms, in Å:
O  4.11407  2.05980  4.95404
H  -7.67078  -2.15926  -7.64305
H  0.35842  2.23322  -5.09259
C  -5.29916  -6.06631  -5.13467
H  1.73774  -3.41792  -1.61895
H  4.21635  3.59045  6.30152
H  1.66196  -4.93105  -2.57042
H  0.18684  -3.99194  -2.25278
H  2.89024  3.71873  5.12478
C  -2.37551  -1.39475  -4.06434
H  -6.32714  -3.53213  -3.37732
P  2.03772  -5.14646  0.45927
H  -0.28379  0.18266  0.30272
H  1.51414  1.12586  -5.86556
I  4.03005  4.74769  9.75301
H  0.74094  6.94842  -4.48190
O  -7.83010  -4.17554  -7.20924
C  -1.74836  2.61520  -2.35361
O  -7.89277  -3.80844  -4.71867
H  1.88116  4.27738  11.63344
H  3.11352  1.66017  0.92965
H  -8.85973  -3.08005  -8.59085
O  0.89225  -5.06086  -0.66802
I  1.80885  3.96017  7.91835
C  -8.41935  -2.95424  -7.59834
H  -2.85841  -0.59825  -4.63634
C  0.08297  6.31898  -5.08665
F  -1.39075  4.19365  11.49883
C  3.17958  6.59777  -6.77390
O  1.00561  4.74614  -7.68153
O  -2.18035  0.11491  -0.54394
P  3.49009  1.52733  3.56897
O  4.37118  2.29504  2.46000
H  -9.21012  -2.68338  -6.89400
C  3.24972  -0.95884  2.85041
H  2.28342  -6.57127  3.00614
F  -1.82501  1.84047  11.59290
C  1.14537  -4.31059  -1.83423
H  -1.65320  0.12408  1.42424
C  3.93454  3.42558  5.25833
B  0.03442  2.65604  10.10291
O  2.03152  3.10040  -5.91669
P  -6.87107  -4.14986  -5.91662
H  3.49760  -1.93985  3.26475
H  -0.90962  6.30422  -4.63299
C  -7.38800  -3.79860  -3.40036
H  0.46780  2.14613  -6.87748
O  -6.53602  -5.71032  -5.70955
H  0.00346  6.73517  -6.09532
F  0.11105  2.62808  12.74204
C  1.03292  2.10427  -5.94301
C  1.64449  2.77037  9.80022
C  3.43690  -6.84337  -0.91365
C  1.89005  -5.55145  3.00270
C  4.14447  1.98327  1.10198
H  -5.04714  -7.07896  -5.46105
O  3.02860  -4.02320  0.47863
H  2.67730  7.45670  -6.32250
H  -1.30989  1.62845  0.54232
H  -1.31999  -1.46437  -4.33891
H  -4.49796  -5.39525  -5.45381
O  0.59582  5.00391  -5.10609
H  -0.71158  2.54769  -2.01085
P  -1.63181  0.04235  -2.05524
P  1.58711  4.59699  -6.30911
O  -5.69266  -3.23082  -6.01990
H  -1.79454  3.30072  -3.20165
H  2.78128  -7.24758  -1.68929
C  2.51174  3.59808  10.91715
C  3.40232  2.45188  11.74583
C  -1.30274  0.53795  0.47482
H  4.34035  2.87126  0.49837
C  -0.72258  2.87267  11.54350
H  2.12460  1.70594  9.70312
H  4.25765  6.78017  -6.77370
H  2.70830  -4.83528  3.11183
H  3.76290  2.83749  12.79883
H  -0.66856  2.42068  9.16132
O  2.00929  1.70633  3.43067
H  4.83217  1.18917  0.79979
H  4.57826  4.03533  4.61911
H  3.48406  -0.95817  1.78323
O  -0.15102  -0.12102  -2.21177
O  1.17643  -5.31819  1.80833
H  2.85353  6.47855  -7.81003
H  -2.37569  3.00422  -1.54741
H  1.20506  -5.43540  3.84659
O  2.92597  5.43923  -6.01200
H  -2.86440  -2.34360  -4.29995
O  4.02841  0.01166  3.51284
H  3.91045  -5.92602  -1.27585
O  -2.51822  -1.14563  -2.68313
H  2.81187  1.41764  11.80835
H  2.18057  -0.78660  2.99650
H  4.21450  -7.57559  -0.68905
O  -2.24559  1.35677  -2.75602
H  4.34841  2.22157  11.05578
H  -5.37960  -6.05758  -4.04505
H  -7.94711  -3.06758  -2.81363
H  -7.52615  -4.78913  -2.95923
O  2.67804  -6.61044  0.25369

- HOMO-LUMO gap: 6.76 eV
- HOMO energy: -0.2914 hartree

These are the Löwdin partial charges, in e, on atoms 1 to 2: -0.2100, 0.0882

Record order is preserved below.
Energy above the lowest of the compared OMol25 structures with the same formula, charge and spin: 3.016, 0.000, 0.051, 4.548 eV